# C4H8N

A gas-phase ion, C4H8N (charge +1) (ωB97M-V/def2-TZVPD, OMol25).

CARTESIAN COORDINATES (ANGSTROEM)
C 1.18 0.61 0.45
H 1.71 -0.81 -1.42
H -1.80 0.17 -1.42
C 1.22 -0.66 -0.42
H 1.73 1.55 0.02
H -1.71 1.68 -0.44
N -1.17 -0.49 0.57
H -1.29 -1.46 0.46
H 1.46 -1.55 0.03
H -1.34 -0.09 1.47
H 1.37 0.59 1.46
C -0.02 0.03 -0.16
C -1.33 0.44 -0.59

## Properties
total energy: -211.583056 hartree
structure (SMILES): C1CC12C[NH2+]2
ΔE to the lowest compared entry with this formula, charge and spin: 2.396 eV
HOMO energy: -16.0 eV
net charge: +1

Charges in e, computed with natural (NBO), in the same order as the atoms: -0.3982 0.2733 0.2399 -0.4117 0.2667 0.2726 -0.4997 0.4465 0.2448 0.4446 0.2414 0.0515 -0.1716

# C33H42ClN7NdO2

A molecular structure, C33H42ClN7NdO2 (ωB97M-V/def2-TZVPD, OMol25).

CARTESIAN COORDINATES (ANGSTROEM)
C -1.24 -1.70 2.54
H -1.69 -1.34 -3.00
C -1.28 -3.86 3.09
O -1.07 -2.86 -1.43
C 2.37 -3.56 3.32
H 0.58 4.63 -0.77
H 3.80 -1.04 -1.52
H 0.79 1.56 2.75
O 1.06 -3.12 -0.95
H -3.69 0.19 1.33
H 2.74 0.52 0.33
H -4.13 -0.69 -0.91
N 2.16 -1.47 1.48
C -0.18 -5.07 -1.56
C 0.12 3.82 -1.31
C -1.56 -2.60 3.58
H 0.83 4.44 3.78
C 0.49 2.51 -1.08
H -4.05 3.53 0.07
H 1.18 2.11 0.88
N -0.07 1.48 -1.73
H 1.36 0.43 -3.92
C 2.79 -2.60 1.17
H -1.92 0.16 3.34
H -0.20 2.24 4.02
Cl 1.09 -5.99 -0.72
C -1.53 1.75 1.44
C -2.75 2.01 0.79
H 4.05 1.41 -1.38
H 1.69 3.94 2.32
N -1.07 0.41 1.46
H -1.93 -2.34 4.55
C 2.90 -3.68 2.04
C 1.78 -2.36 3.68
H 3.23 -2.65 0.19
N 1.96 -1.01 -2.52
N -0.75 -2.39 1.44
C 1.44 -0.66 -3.84
H -0.47 -4.45 1.11
C -0.95 1.74 -2.69
N -0.91 -0.69 -3.10
C -2.34 4.36 1.05
H -0.71 4.91 2.30
C 1.60 2.17 -0.12
C -3.12 3.32 0.58
H 2.59 1.63 -2.36
H 0.12 -2.36 -3.79
H 2.08 -2.03 -2.51
H 3.88 -0.33 -3.15
H 2.10 3.25 3.90
H -4.70 1.30 0.41
C -3.40 0.10 -0.79
H 2.42 -4.38 4.01
H -2.39 -0.36 -0.75
C -1.43 -0.32 2.49
C -0.79 -3.67 1.79
C -3.70 0.88 0.48
C 1.28 3.60 3.27
H -2.11 3.19 -3.76
C -1.38 3.03 -2.98
H -1.42 -4.80 3.58
H 1.24 -0.41 2.99
C 0.06 -1.29 -4.02
H 2.10 -1.02 -4.65
H -2.62 5.39 0.87
Nd 0.14 -1.01 -0.43
H 2.35 2.98 -0.14
H -0.05 -5.24 -2.64
H -2.50 0.60 -3.60
C 0.27 2.47 3.06
C 1.69 -1.36 2.73
H -1.18 5.10 -2.46
H -3.47 0.77 -1.65
C -1.41 0.60 -3.56
C 3.26 -0.41 -2.24
C 3.07 0.98 -1.63
H 1.38 -2.21 4.67
H -0.26 -1.19 -5.07
H -1.15 -5.45 -1.26
C -1.24 4.09 1.85
N 2.19 0.87 -0.46
H 3.38 -4.59 1.72
C -0.05 -3.58 -1.27
C -0.86 4.09 -2.26
H -1.06 0.81 -4.58
C -0.83 2.78 2.07

## Properties
total energy: -2838.087623 hartree
ΔE to the lowest compared entry with this formula, charge and spin: 0.336 eV
expectation value of S²: 3.753
HOMO energy (alpha / beta): -10.0 / -10.0 eV
2S+1: 4
net charge: +1

Charges in e, computed with Löwdin, in the same order as the atoms: -0.3579 0.1040 -0.0719 -0.1312 -0.0349 0.1235 0.1166 0.0711 -0.2072 0.1116 0.1005 0.0904 -0.0156 -0.4708 -0.0046 -0.0376 0.0744 -0.2583 0.1164 0.0847 0.0988 0.1160 -0.1569 0.1550 0.1281 0.6218 -0.2208 -0.1686 0.1334 0.0684 -0.0246 0.1091 -0.0398 -0.0444 0.0989 -0.1313 -0.0627 -0.1879 0.0821 -0.2629 -0.1152 -0.0765 0.1069 -0.1509 -0.0359 0.1165 0.1170 0.1013 0.1283 0.0785 0.1202 -0.0687 0.1188 0.0176 -0.1087 -0.1454 -0.1706 -0.0899 0.1228 -0.0059 0.0981 0.0894 -0.1891 0.1336 0.1080 1.9212 0.1392 0.0886 0.1237 -0.2056 -0.1517 0.1203 0.0691 -0.1514 -0.1846 -0.1874 0.1169 0.1283 0.0909 -0.0416 -0.1360 0.1107 -0.7896 -0.0260 0.1353 -0.1851

# HN2O4S2

2 unconnected molecules or ions with the total composition HN2O4S2 (ωB97M-V/def2-TZVPD, OMol25).

CARTESIAN COORDINATES (ANGSTROEM)
S 0.61 -0.60 0.16
N -1.38 2.53 -0.07
O 2.25 -0.51 -0.13
O 0.06 -0.05 -1.06
N -1.93 1.59 0.12
S 0.33 -2.63 0.13
O 0.26 0.11 1.38
O -2.53 0.61 0.42
H 2.32 -1.06 -0.95

## Properties
total energy: -1207.327148 hartree
ΔE to the lowest compared entry with this formula, charge and spin: 0.000 eV
expectation value of S²: 2.004
HOMO energy (alpha / beta): -0.3 / -5.4 eV
2S+1: 3
net charge: -1

Charges in e, computed with natural (NBO), in the same order as the atoms: 1.9304 -0.0924 -0.9359 -1.0050 0.4425 -0.4866 -0.9788 -0.3564 0.4822

# C2HNOS

C2HNOS in the gas phase (ωB97M-V/def2-TZVPD, OMol25).

CARTESIAN COORDINATES (ANGSTROEM)
O -1.82 -1.23 -0.09
C 1.36 0.34 -0.03
N 0.25 -0.17 -0.09
H -1.54 0.66 0.27
S 2.89 0.63 -0.05
C -1.14 -0.25 -0.01

## Properties
total energy: -604.967550 hartree
structure (SMILES): O=CN=C=S
ΔE to the lowest compared entry with this formula, charge and spin: 0.528 eV
HOMO energy: -10.2 eV
net charge: 0

Charges in e, computed with natural (NBO), in the same order as the atoms: -0.4800 0.2611 -0.5257 0.1260 0.0747 0.5440

ΔE to the lowest compared entry with this formula, charge and spin of number 1 (C4H8N)?
2.396 eV

Among the records above, which one has the lowest total energy?
C33H42ClN7NdO2

What is the formula in the fourth record?
C2HNOS